No. 1
Below is C50H33N10O10Y as an isolated structure at a distorted geometry, with properties calculated with ωB97M-V with the def2-TZVPD basis set.

XYZ file:
```
104
Properties=species:S:1:pos:R:3:forces:R:3:mulliken_charge:R:1
Y -10.5524 -19.2249 1.9922 -0.2 0.6 -0.3 1.492
C -5.1114 -16.3831 0.8668 -1.4 1.0 0.8 0.277
C -4.9290 -17.6128 0.0540 1.0 0.9 -0.7 -1.120
C -5.5566 -18.7550 0.2602 -0.6 -1.2 0.7 -0.519
C -6.5122 -18.9480 1.3849 0.7 -1.2 -1.5 0.924
C -7.4908 -19.9449 1.7120 -0.1 0.2 0.3 0.061
N -8.2789 -19.4719 2.7561 0.4 -0.4 -0.6 -0.724
C -7.7867 -18.2563 3.0674 -0.9 0.3 0.9 -0.159
N -8.3192 -17.4126 4.0392 1.2 -0.2 -0.5 -0.498
C -9.4741 -17.5091 4.5630 -0.5 0.5 0.6 0.255
C -9.9490 -16.6510 5.6929 -0.9 -0.9 -0.8 0.141
C -9.4109 -15.5220 6.2702 0.8 0.1 -0.5 -0.465
C -10.2020 -14.8152 7.1366 -1.2 0.0 0.4 -0.504
C -11.5239 -15.2454 7.4087 0.6 1.6 0.9 -0.428
C -12.0493 -16.3787 6.8522 -0.9 -0.6 0.2 -0.374
C -11.2580 -17.0962 5.9790 0.9 -0.1 -0.6 0.061
C -11.5373 -18.2166 5.0264 0.7 0.8 0.1 0.297
N -12.6770 -18.9229 5.0609 -0.1 0.5 0.6 -0.581
C -12.8364 -19.9694 4.3225 0.4 -1.4 -1.1 0.332
N -11.9603 -20.5463 3.4384 0.1 -0.2 -0.1 -0.439
C -12.5372 -21.6633 2.8796 -0.2 1.3 0.2 0.046
N -12.0501 -22.5006 2.0284 1.4 -0.3 0.1 -0.498
C -10.7024 -22.4565 1.7363 -1.1 -0.8 -0.5 -0.042
N -9.8377 -21.4801 1.8203 -0.6 -0.5 -0.2 0.121
C -8.6362 -21.9306 1.2748 0.2 0.2 0.7 -0.664
N -7.6021 -21.1855 1.1566 1.0 0.4 -0.2 -0.638
C -8.7660 -23.3431 0.9018 0.5 0.5 -0.7 0.471
C -7.8943 -24.2607 0.3191 0.0 -0.7 0.2 -0.273
C -8.3983 -25.5331 0.0086 -1.0 1.0 0.7 -0.617
C -9.7491 -25.8457 0.2620 -0.3 0.5 0.4 -0.721
C -10.6092 -24.8995 0.8387 0.1 -0.1 0.3 0.041
C -10.0881 -23.6573 1.1580 0.0 -0.3 -0.2 0.250
C -13.9011 -21.7898 3.3860 0.1 0.1 0.6 0.287
C -14.9061 -22.6696 3.1450 -1.4 -0.8 -0.7 -0.079
C -16.1138 -22.5161 3.8617 0.6 -0.5 -0.5 -0.706
C -16.2436 -21.5194 4.7956 -0.8 0.4 1.1 -0.602
C -15.2145 -20.6335 5.0593 0.5 0.9 -0.2 -0.285
C -14.0554 -20.8023 4.3297 -0.5 1.1 0.9 0.370
N -10.5203 -18.3433 4.1892 -0.2 -0.5 0.4 0.061
C -6.7147 -17.9162 2.2292 -0.2 1.0 1.1 -0.089
C -6.2817 -16.5641 1.9002 -0.5 0.8 -0.4 -0.302
H -4.2153 -15.9370 1.2656 0.8 -0.2 0.2 0.592
H -4.2344 -17.5504 -0.7978 -0.2 0.0 0.4 0.314
H -5.2950 -19.5549 -0.4138 -0.3 -0.4 0.0 0.489
H -8.4330 -15.1440 5.9506 -0.3 -0.3 0.2 0.439
H -9.8515 -13.8863 7.5586 0.0 0.1 0.1 0.391
H -12.1495 -14.5935 8.0555 0.4 -0.6 -0.4 0.315
H -13.0746 -16.6676 7.0950 0.3 0.0 -0.3 0.469
H -6.8379 -24.0439 0.1813 -0.2 0.2 -0.1 0.481
H -7.7843 -26.2980 -0.4000 0.6 -0.4 -0.3 0.442
H -10.1264 -26.8428 0.0546 0.1 0.1 -0.1 0.385
H -11.6514 -25.0514 1.1223 0.2 -0.4 -0.4 0.495
H -14.7906 -23.3819 2.3269 -0.1 -0.1 0.4 0.482
H -16.9824 -23.1513 3.7374 0.2 -0.2 -0.4 0.373
H -17.1787 -21.4420 5.3676 0.3 0.0 -0.4 0.357
H -15.2969 -19.7382 5.6920 -0.1 -0.7 -0.1 0.445
H -6.2639 -15.8539 2.7345 0.2 -0.3 -0.1 0.783
O -11.9599 -18.8536 -2.1694 0.4 -0.1 0.5 -0.822
C -11.9215 -18.7037 -0.9406 -1.3 0.9 -0.7 -0.264
O -11.2457 -19.3820 -0.1149 0.6 -0.6 0.1 -0.925
C -12.8833 -17.6324 -0.3594 0.6 -0.4 -0.6 0.638
C -13.4301 -16.7091 -1.2399 -0.2 -0.4 0.7 -0.408
C -14.3761 -15.7853 -0.7701 0.4 -0.5 0.4 -0.733
C -14.7991 -15.8250 0.5589 -0.8 1.0 -0.8 -0.188
C -14.2938 -16.7681 1.3996 -0.1 0.0 -0.7 -0.883
C -13.2179 -17.6431 1.0376 -0.1 0.5 0.2 0.075
O -12.6260 -18.2863 1.9507 0.0 -0.3 -0.2 0.684
N -14.8748 -16.8007 2.7004 0.1 -0.8 1.8 1.039
O -15.1314 -15.7294 3.2305 -0.3 0.0 0.0 -0.668
O -15.0775 -17.8869 3.2544 0.1 0.9 -0.8 -0.534
N -14.8455 -14.7339 -1.6204 0.1 0.7 1.1 1.020
O -14.3487 -14.5846 -2.7074 0.5 -0.3 -1.4 -0.656
O -15.6559 -13.9331 -1.1715 -0.6 0.0 0.3 -0.686
H -13.1549 -16.7328 -2.2879 0.1 0.0 0.2 0.555
H -15.5541 -15.0875 0.8850 0.6 -0.7 -0.1 0.526
C -12.8551 -21.9754 -2.4945 -0.3 -0.8 1.1 -1.095
C -11.5725 -21.9291 -3.2234 -0.2 0.5 0.5 -0.073
O -10.6577 -22.8067 -2.5956 -0.7 0.1 0.1 -0.243
C -9.4150 -22.5200 -3.1043 1.7 -0.2 -0.9 -0.462
C -8.7432 -21.2699 -2.5541 -0.1 -0.1 0.0 -0.567
H -13.5466 -21.2674 -2.8500 -0.9 1.0 -0.8 0.419
H -12.6740 -21.6687 -1.4712 0.1 -0.2 0.4 -0.070
H -13.3366 -22.9584 -2.5060 0.2 0.0 0.0 0.378
H -11.2073 -20.8994 -3.1750 -0.1 -0.1 -0.1 0.238
H -11.6985 -22.2197 -4.2542 0.1 -0.2 -0.7 0.325
H -9.4464 -22.4909 -4.2227 -0.1 0.3 0.4 0.319
H -8.7704 -23.3629 -2.9025 0.2 -0.5 0.3 0.353
H -9.4032 -20.4176 -2.6081 -0.1 0.4 -0.1 0.215
H -7.8487 -21.0588 -3.1388 0.1 0.1 0.0 0.430
H -8.4551 -21.3723 -1.5084 0.0 -0.2 0.0 -0.065
O -10.6889 -15.3776 2.1194 0.2 -0.3 -0.3 -0.773
C -9.7856 -15.9875 1.5518 0.6 0.6 0.2 -0.441
O -9.7453 -17.2385 1.2653 -0.1 0.2 0.0 -0.307
C -8.4652 -15.2180 1.2245 -0.2 -0.3 0.5 -0.353
C -8.2956 -13.9309 1.5420 0.0 -0.3 0.0 -0.046
C -6.9669 -13.3286 1.3846 0.3 0.5 -0.4 -0.549
C -5.9075 -13.8856 0.7795 0.5 -0.3 0.0 -1.124
C -6.0014 -15.2782 0.2068 -0.6 -0.2 -0.4 0.177
C -7.2589 -15.9742 0.7865 0.5 -0.6 0.1 -0.322
H -9.1171 -13.3598 1.9731 0.2 -0.1 -0.2 0.482
H -6.8539 -12.3039 1.7060 0.0 0.2 0.3 0.374
H -4.9422 -13.3393 0.7009 -0.8 -0.3 0.0 0.305
H -5.9588 -15.2905 -0.8833 0.1 0.3 -0.3 0.486
H -7.5489 -16.8330 0.1779 0.0 0.2 -0.1 0.810
```
Positions in Å, forces in eV/Å.

- calculated total energy (eV) = -88808.5072
- molar mass (g/mol) = 1022.8
- energy above the lowest of the compared OMol25 structures with the same formula, charge and spin (kcal per mole) = 27.13
- net charge = -2
- lowest unoccupied orbital energy (eV) = 3.07

No. 2
Below is C26H32BaN5O7S2Si as an isolated structure, with properties calculated with ωB97M-V with the def2-TZVPD basis set.

XYZ file:
```
74
Properties=species:S:1:pos:R:3:forces:R:3:mulliken_charge:R:1
Ba 0.7822 0.0509 0.1519 -0.4 0.7 -0.2 1.846
O 2.6722 -0.5776 2.0356 -0.1 -0.1 -0.3 -0.733
S 3.6925 -1.0113 1.0697 0.5 0.2 0.2 1.385
O 5.0364 -0.6658 1.4606 0.0 0.1 0.0 -0.767
O 3.3349 -0.5777 -0.2881 -0.1 -0.4 0.2 -0.687
C 3.7011 -2.8185 1.0336 0.0 -0.1 0.0 -0.217
C 4.9069 -3.3790 1.4498 -0.2 0.0 -0.1 -0.579
C 5.1134 -4.7478 1.4206 0.1 0.0 0.0 -0.588
C 4.1155 -5.5841 0.9634 0.0 -0.1 0.0 -0.586
C 2.9044 -5.0484 0.5580 0.0 0.2 0.0 -0.521
C 2.6768 -3.6751 0.5949 0.1 0.0 0.1 -0.071
S 1.0175 -3.1935 0.1057 -0.4 -0.3 -0.4 1.431
O 0.3261 -4.4485 -0.1212 0.0 0.1 0.0 -0.736
O 0.4577 -2.4374 1.2352 0.1 0.1 -0.1 -0.661
O 1.1065 -2.3628 -1.1020 0.2 -0.1 0.5 -0.643
H 5.6828 -2.7088 1.7844 0.0 0.0 0.0 0.550
H 6.0613 -5.1551 1.7499 0.0 0.0 0.0 0.366
H 4.2701 -6.6552 0.9242 0.0 0.0 0.0 0.387
H 2.1030 -5.6825 0.2128 0.0 0.0 0.0 0.484
C 3.3913 2.3777 -1.0558 -0.1 -0.1 0.0 -0.881
Si 2.1332 3.6690 -0.5707 0.1 0.3 -0.2 -0.021
C 1.9754 4.7883 -2.0924 0.0 0.0 0.0 -1.084
C 2.9484 4.6617 0.8158 0.0 0.0 0.0 -1.097
N 0.6622 2.9391 -0.1135 0.0 -0.4 0.1 0.345
C -0.4030 3.6784 0.2778 -0.1 0.2 0.1 -0.037
C -0.4571 5.0963 0.3555 0.1 -0.1 0.0 0.032
C -1.5755 5.7940 0.7760 0.0 0.0 0.0 -1.162
C -2.7293 5.1302 1.1605 0.0 0.0 0.0 -0.702
C -2.7335 3.7385 1.1093 0.0 0.1 0.0 -0.567
C -1.6165 3.0600 0.6735 0.1 -0.1 0.0 0.118
O -1.5993 1.6514 0.6408 -0.2 -0.1 0.0 -0.110
C -2.8301 1.0490 0.4678 0.1 0.0 0.1 -0.028
C -3.5022 1.1711 -0.7400 -0.1 -0.1 0.1 0.252
C -4.6864 0.4784 -0.9195 0.0 0.0 0.0 -0.784
C -5.2016 -0.3166 0.0997 0.0 0.0 0.0 -0.393
C -4.5284 -0.4109 1.3073 0.0 0.0 0.0 -0.767
C -3.3349 0.2782 1.4989 -0.1 0.0 -0.1 -0.260
H 4.2457 2.8616 -1.5357 0.0 0.1 0.0 0.363
H 3.0042 1.6443 -1.7686 0.0 0.0 0.0 0.184
H 3.7753 1.8227 -0.2004 0.0 0.0 0.0 0.176
H 2.9137 5.3140 -2.2908 0.0 0.0 0.0 0.326
H 1.1847 5.5336 -1.9939 0.0 0.0 0.0 0.353
H 1.7420 4.1816 -2.9715 0.0 0.0 0.0 0.297
H 3.9558 4.9741 0.5268 0.0 0.0 0.0 0.348
H 3.0404 4.0271 1.7012 0.0 0.0 0.0 0.282
H 2.3890 5.5525 1.1046 0.0 0.0 0.0 0.352
H 0.4272 5.6481 0.0700 0.0 0.1 0.0 0.236
H -1.5453 6.8775 0.8069 0.0 0.0 0.0 0.367
H -3.6057 5.6691 1.4948 0.0 0.0 0.0 0.359
H -3.6182 3.1900 1.4062 0.0 0.0 0.0 0.431
H -3.0758 1.7829 -1.5235 0.0 0.0 0.0 0.494
H -5.2038 0.5465 -1.8680 0.0 0.0 0.0 0.368
H -6.1284 -0.8567 -0.0485 0.0 0.0 0.0 0.445
H -4.9298 -1.0197 2.1085 0.0 0.0 0.0 0.430
H -2.7898 0.2183 2.4321 0.0 0.0 0.0 0.460
C -2.5563 -5.7017 0.8352 0.0 0.0 0.0 -1.347
C -3.1875 -5.7003 -0.5524 -0.1 0.0 0.0 1.008
C -2.1631 -5.9979 -1.6405 0.0 0.0 0.0 -1.382
C -3.9409 -4.4002 -0.8342 0.1 0.1 0.0 -1.440
N -3.0785 -3.2474 -1.0490 0.1 0.1 -0.1 1.167
C -2.4138 -2.4602 -0.2005 -0.1 0.0 0.1 -0.938
N -1.8459 -1.4938 -0.8752 0.3 -0.1 -0.1 0.636
N -2.1606 -1.7169 -2.1716 0.1 0.2 0.1 -0.546
N -2.8935 -2.7514 -2.2874 -0.2 -0.2 0.0 -0.577
H -2.1280 -6.6802 1.0568 0.0 0.0 0.0 0.406
H -3.3004 -5.4791 1.6052 0.0 0.0 0.0 0.390
H -1.7391 -4.9823 0.8999 0.0 0.0 0.0 0.146
H -3.9691 -6.4705 -0.5767 0.0 0.0 0.0 0.280
H -1.3438 -5.2780 -1.6073 0.0 0.0 0.0 0.134
H -2.6172 -5.9659 -2.6332 0.0 0.0 0.0 0.376
H -1.7313 -6.9885 -1.4924 0.0 0.0 0.0 0.457
H -4.6187 -4.1603 -0.0126 0.0 0.0 0.0 0.429
H -4.5269 -4.4784 -1.7488 0.0 0.0 0.0 0.435
H -2.3670 -2.5967 0.8653 0.0 -0.1 0.0 0.581
```
Positions in Å, forces in eV/Å.

- calculated total energy (eV) = -79513.0306
- molar mass (g/mol) = 756.1
- energy above the lowest of the compared OMol25 structures with the same formula, charge and spin (kcal per mole) = 12.18
- net charge = -1
- lowest unoccupied orbital energy (eV) = 2.21

No. 3
Below is a 2-piece molecular cluster, C2H9N2 overall at a distorted geometry, with properties calculated with ωB97M-V with the def2-TZVPD basis set.

XYZ file:
```
13
Properties=species:S:1:pos:R:3:forces:R:3:nbo_charge:R:1
N -1.4027 1.6608 0.7525 -1.4 -1.2 0.5 -1.141
H -1.7203 2.2080 -0.0403 0.8 1.3 0.7 0.399
H -0.3545 0.9285 -0.4662 -0.1 -1.6 0.4 0.476
H -0.8260 1.9635 1.5235 0.6 1.3 -0.8 0.409
H -2.2766 1.5234 1.2627 0.0 -0.7 -0.4 0.404
C 1.4027 -1.9083 -0.1601 1.9 0.4 0.7 -0.346
C 0.5718 -0.9401 0.1698 -0.7 -0.6 -0.1 -0.067
N 0.1520 0.0561 -0.8447 1.1 0.8 -0.7 -0.725
H 2.2257 -1.8142 -0.8722 -0.9 0.0 -0.8 0.227
H 1.6488 -2.7226 0.5086 -0.5 0.1 0.4 0.247
H 0.0152 -0.9118 1.0983 -0.3 0.0 -0.3 0.242
H -0.3956 -0.4355 -1.5518 -0.5 0.2 0.2 0.443
H 0.9597 0.3922 -1.3801 0.2 -0.1 0.2 0.432
```
Positions in Å, forces in eV/Å.

- calculated total energy (eV) = -5192.4073
- molar mass (g/mol) = 61.1
- energy above the lowest of the compared OMol25 structures with the same formula, charge and spin (kcal per mole) = 35.66
- net charge = +1
- lowest unoccupied orbital energy (eV) = -3.52

> The highest energy above the lowest of the compared OMol25 structures with the same formula, charge and spin belongs to which entry?

C2H9N2